Here is one molecule with the formula C3H8O from the Open Molecules 2025 dataset. Energies are from ωB97M-V/def2-TZVPD.

Geometry (Å):
C 0.8814 -1.5631 0.2526
C 0.1121 -0.3678 -0.3126
O -0.2649 0.4935 0.7451
C -0.2104 1.8508 0.3961
H 0.2794 -2.4743 0.2899
H 1.7783 -1.7730 -0.3370
H 1.1959 -1.3200 1.2708
H -0.7875 -0.6931 -0.8577
H 0.7395 0.1807 -1.0305
H 0.8234 2.1655 0.1788
H -0.8325 2.0856 -0.4813
H -0.5786 2.4233 1.2512

As for the structure (SMILES): CCOC. The electronic energy is -194.3098 Eh. The energy relative to the best compared isomer or geometry (same formula, charge and spin) is 0.711 eV. The LUMO energy is 1.19 eV. The calculation puts the HOMO-LUMO gap at 10.900 eV. The largest force on an atom comes out at 0.00673 Eh/bohr.